Record 1
28
Properties=species:S:1:pos:R:3:forces:R:3 method="wB97M-V/def2-TZVPD" homo_ev=-12.19 de_lowest_kj_mol=265.3 charge=+1
N -2.034 1.603 -0.285 0.27 1.49 3.88
C -0.593 2.174 -0.441 1.35 -1.41 -0.75
C 0.209 1.177 -1.398 -1.58 0.38 0.22
N 0.311 -0.218 -0.911 -1.12 1.14 1.97
C 0.014 -2.010 0.770 -1.64 -0.61 -1.12
C 0.566 -0.574 0.550 2.31 -0.43 -0.44
C 2.148 -0.537 0.783 0.93 -2.18 -0.98
H -2.564 1.962 -1.081 -0.29 -0.66 0.31
H -1.995 0.584 -0.157 0.10 0.00 -0.92
H -2.531 1.869 0.721 1.25 -0.41 -2.94
H -0.036 2.330 0.488 -0.81 -0.35 0.25
H -0.633 3.145 -0.931 -0.41 -0.12 -0.03
H 1.142 1.677 -1.782 -0.80 -0.46 0.59
H -0.544 1.093 -2.217 1.03 0.20 -0.24
H 1.021 -0.705 -1.424 0.35 -0.19 -0.33
H 0.036 -2.373 1.773 0.46 0.02 0.86
H 0.403 -2.799 0.133 1.65 0.28 -0.05
H -1.012 -2.339 0.413 0.14 1.86 0.59
H 0.333 0.112 1.396 -1.34 -0.01 -1.25
H 2.569 -1.594 0.552 -0.62 1.74 0.33
H 2.719 0.140 0.091 -0.91 -0.39 0.59
H 2.473 -0.312 1.805 -0.39 0.04 -0.08
H -3.141 0.962 3.391 -0.16 -0.05 -0.35
H -4.001 0.050 2.431 1.31 1.96 0.18
O -3.426 0.889 2.466 -0.99 -1.77 -0.13
H 2.227 -2.242 -2.686 -4.36 -2.27 -4.71
H 3.566 -2.101 -2.379 7.00 -1.07 -2.38
O 2.773 -1.962 -2.071 -2.72 3.28 6.94

=====

Record 2
30
Properties=species:S:1:pos:R:3:forces:R:3 method="wB97M-V/def2-TZVPD" homo_ev=-2.89 de_lowest_kj_mol=136.9 charge=-1
C 1.932 -1.248 0.312 -1.60 -1.04 3.12
N 1.488 -0.508 1.540 1.49 0.66 -0.60
C 1.813 0.958 1.451 -1.95 -0.09 -1.71
C 0.416 1.676 1.445 2.47 1.59 2.45
S 0.542 3.532 1.409 0.14 -0.66 -0.02
C 0.689 -1.803 -0.394 -1.71 -0.33 0.80
N -0.705 -1.256 0.021 1.82 0.36 0.36
C 0.778 -1.682 -1.897 -1.01 0.16 -0.64
H 2.529 -0.636 -0.308 0.69 0.63 -0.65
H 2.475 -2.156 0.662 0.19 0.66 -0.55
H 1.769 -0.885 2.449 0.24 -0.07 -0.85
H 2.516 1.298 2.216 -0.38 0.15 -0.03
H 2.194 1.206 0.437 0.48 -0.36 0.67
H 0.104 1.365 2.449 -1.10 0.10 -0.33
H -0.196 1.322 0.651 -0.48 -0.78 -0.35
H 0.555 -2.788 0.067 0.68 -0.51 -1.10
H -1.237 -2.102 0.180 -0.40 0.22 -0.28
H -0.626 -0.831 0.953 0.49 -0.10 -0.29
H 0.078 -2.291 -2.448 -0.73 -0.44 0.23
H 1.681 -1.919 -2.424 1.11 0.08 0.39
H 0.461 -0.665 -2.161 0.40 0.01 0.12
H -3.555 1.544 -0.225 -0.18 0.13 0.15
H -2.541 0.687 0.440 -0.40 0.05 0.40
O -3.505 0.853 0.449 0.73 0.00 -0.42
H -0.393 2.154 -0.824 0.29 0.16 0.28
H -0.405 3.641 -1.116 0.00 -0.37 0.51
O -0.823 2.805 -1.374 -0.51 0.16 -1.07
H -3.310 -0.637 -0.915 -0.23 -0.40 -0.30
H -1.964 -0.550 -1.462 0.37 -0.56 -0.12
O -2.759 -1.086 -1.583 -0.88 0.62 -0.17

=====

Record 3
31
Properties=species:S:1:pos:R:3:forces:R:3 method="wB97M-V/def2-TZVPD" homo_ev=-5.54 de_lowest_kj_mol=184.5 charge=-1
C -1.657 0.330 -0.429 -1.29 -2.84 2.97
O -0.972 1.343 0.147 3.91 1.25 -1.83
C -1.085 -0.644 -1.421 0.04 -0.15 -2.44
C -0.963 -2.080 -0.928 -0.08 -1.90 -0.04
C -0.655 -2.286 0.565 -0.44 -1.57 -0.84
N 2.520 -1.198 1.999 0.22 -1.47 2.63
C 1.390 -1.762 1.912 -0.32 0.64 -1.73
N 0.425 -1.435 0.949 0.01 -3.47 2.54
H -2.526 0.733 -0.797 -2.59 0.69 -1.03
H -1.912 -0.339 0.483 -0.58 0.79 -1.31
H -1.642 -0.682 -2.465 0.90 0.34 2.12
H -0.085 -0.294 -1.669 0.15 -0.02 -0.08
H -1.888 -2.734 -1.021 0.76 0.99 -0.58
H -0.145 -2.548 -1.524 -0.62 0.03 0.31
H -1.587 -2.084 1.048 -0.65 0.43 0.93
H -0.581 -3.418 0.710 0.85 1.43 0.02
H 2.672 -0.313 1.603 -0.23 1.06 -1.45
H 1.181 -2.647 2.584 -0.01 0.78 -1.13
H 0.354 -0.620 0.437 1.19 2.45 -0.64
H 1.230 -0.043 -3.123 0.32 0.56 -0.31
H 1.610 1.292 -2.433 -0.17 -1.23 -1.57
O 1.574 0.828 -3.393 -0.12 0.51 1.83
H 2.159 1.566 -0.353 2.58 0.70 1.60
H 0.051 1.334 -0.322 -0.67 0.67 1.20
O 1.401 1.310 -0.783 -2.91 -1.04 -2.00
H -0.648 2.184 1.853 -0.29 -0.17 0.65
H -2.043 1.719 2.236 2.15 0.75 1.08
O -1.182 2.053 2.669 -1.91 -0.47 -1.11
H 1.693 3.123 0.608 2.29 -2.32 -1.43
H 0.327 3.665 0.077 0.60 -0.67 -0.18
O 0.982 3.647 0.782 -3.09 3.26 1.81

=====

Record 4
27
Properties=species:S:1:pos:R:3:forces:R:3 method="wB97M-V/def2-TZVPD" homo_ev="0.44 / -4.21" charge=-1 s_squared=2.00 multiplicity=3
C -0.197 -1.336 -2.077 1.47 -0.51 -0.83
Pd -0.346 -1.411 -0.159 -2.82 2.89 2.18
N -1.209 -0.772 1.741 0.33 -0.65 0.37
N -2.553 -2.161 -0.457 0.73 -0.29 -0.76
H -1.655 0.090 1.494 -0.47 0.25 0.14
H 0.596 -2.542 0.297 1.13 -1.45 0.37
H 0.887 -1.209 -2.098 -0.08 0.11 -1.27
H -0.806 -0.555 -2.557 0.26 -0.40 0.15
H -0.490 -2.382 -2.232 0.03 0.36 -0.94
H -3.208 -1.408 -0.254 -0.28 0.26 0.23
H -2.754 -2.941 0.164 -0.22 -0.19 0.29
H -2.792 -2.484 -1.403 0.05 0.05 0.13
H -1.828 -1.497 2.063 -0.30 0.14 0.33
H -0.405 -0.638 2.317 0.25 0.15 0.67
C 0.129 2.257 0.849 0.01 0.12 -0.07
C 1.033 1.480 -0.122 -0.40 -0.22 0.12
C 2.401 2.144 -0.249 -0.12 0.18 -0.02
C 1.209 0.013 0.285 -0.15 -0.80 -1.13
H 0.481 2.154 1.890 -0.10 -0.02 -0.26
H -0.919 1.923 0.794 0.35 0.01 0.02
H 0.129 3.332 0.606 0.00 -0.21 0.06
H 0.540 1.513 -1.107 0.17 -0.02 0.12
H 2.946 2.084 0.696 0.03 0.01 0.03
H 2.989 1.640 -1.013 0.11 -0.08 -0.03
H 2.314 3.195 -0.534 0.02 0.13 0.02
H 2.037 -0.423 -0.286 0.13 0.21 0.19
H 1.470 -0.066 1.352 -0.13 -0.05 -0.11

=====

Record 5
29
Properties=species:S:1:pos:R:3:forces:R:3 method="wB97M-V/def2-TZVPD" homo_ev="-14.95 / -14.94" de_lowest_kj_mol=223.7 charge=+1 s_squared=0.76 multiplicity=2
C 1.751 -2.166 0.669 -0.39 0.25 -0.06
C 2.151 -1.165 -0.424 1.18 -0.12 0.43
C 1.043 -0.434 -1.155 -0.13 -0.14 -0.41
C 0.141 0.376 -0.219 -0.61 -2.41 -0.49
C -1.746 1.684 -1.125 -1.62 -0.39 -0.28
N -1.179 0.629 -0.813 1.97 2.01 0.38
H 1.734 -3.195 0.335 0.07 -0.14 -0.16
H 2.424 -2.077 1.505 0.48 -0.19 0.23
H 0.779 -1.972 1.117 -0.28 0.12 -0.18
H 2.891 -0.484 -0.005 -0.38 0.62 0.33
H 2.829 -1.653 -1.126 -0.52 -0.27 -0.42
H 1.428 0.215 -1.937 0.31 0.14 0.14
H 0.470 -1.161 -1.724 -0.40 -0.20 0.18
H 0.598 1.320 0.089 -0.51 0.46 0.13
H -0.124 -0.215 0.659 0.38 0.19 0.41
H -2.770 1.667 -1.520 0.15 -0.04 -0.05
H -1.301 2.661 -0.945 0.41 0.11 0.02
H 1.269 1.652 -3.471 -0.27 0.01 -0.03
H -0.240 1.321 -3.227 0.30 -0.07 -0.05
O 0.404 1.574 -3.894 0.00 0.14 -0.11
H -3.203 -0.054 0.153 0.11 -0.14 -0.06
H -3.724 -1.267 -0.693 0.13 0.08 -0.01
O -3.881 -0.724 0.087 -0.30 -0.05 0.15
H -0.711 2.121 2.615 0.01 0.23 -0.14
H 0.700 1.704 2.814 0.15 0.06 -0.21
O 0.158 2.228 2.207 -0.19 -0.22 0.27
H -0.240 -1.523 3.351 0.32 0.19 -0.23
H -1.228 -0.452 3.597 0.07 0.27 -0.16
O -0.423 -0.609 3.081 -0.43 -0.50 0.39

=====

Record 6
29
Properties=species:S:1:pos:R:3:forces:R:3 method="wB97M-V/def2-TZVPD" homo_ev="-13.05 / -13.00" de_lowest_kj_mol=345.5 charge=+1 s_squared=0.75 multiplicity=2
C 0.187 -1.461 0.074 -0.80 -0.73 0.91
C 1.093 -0.257 0.094 0.16 1.29 -3.17
C 0.798 0.724 -1.097 -2.34 -1.96 -1.63
C 1.272 3.200 -1.458 -1.20 0.76 -0.85
C 0.768 2.173 -0.787 1.84 -0.02 0.98
N 0.506 -2.692 -0.612 2.26 1.77 1.77
H 0.053 -1.748 1.130 -0.62 -0.16 -0.21
H -0.814 -1.221 -0.362 -0.02 0.28 0.46
H 2.140 -0.515 -0.051 0.14 -0.08 1.02
H 0.831 0.372 0.926 0.15 -0.53 0.72
H 1.271 0.331 -2.005 0.93 0.88 0.12
H -0.221 0.439 -1.461 -0.07 0.40 0.59
H 1.302 4.190 -1.020 -0.09 -0.08 0.32
H 1.355 3.272 -2.539 0.72 -0.68 0.05
H 0.518 2.359 0.255 -0.14 0.03 0.01
H 0.525 -3.461 0.061 -0.60 -0.72 -0.82
H 1.360 -2.598 -1.169 -0.37 -0.57 -0.62
H -3.692 -1.456 -0.061 -0.21 -0.16 0.10
H -2.526 -1.590 0.894 -0.30 -0.01 0.33
O -3.185 -2.116 0.429 0.52 0.29 -0.43
H -1.819 -2.274 -2.115 0.03 -0.12 0.14
H -0.700 -2.738 -3.121 0.23 0.01 0.07
O -1.633 -2.562 -3.011 -0.35 0.04 -0.20
H 2.050 0.458 3.846 0.04 -0.10 0.29
H 1.425 0.657 2.495 0.09 0.18 0.06
O 1.307 0.167 3.310 0.03 -0.06 -0.09
H 0.499 3.177 2.542 0.10 0.69 -0.10
H -0.504 4.106 1.716 0.48 0.73 -0.22
O -0.399 3.326 2.243 -0.56 -1.39 0.40

=====

Record 7
31
Properties=species:S:1:pos:R:3:forces:R:3 method="wB97M-V/def2-TZVPD" homo_ev="0.30 / -5.62" de_lowest_kj_mol=236.1 charge=-1 s_squared=0.75 multiplicity=2
O -0.198 1.325 2.891 -1.05 1.65 0.99
C 0.546 0.567 2.362 -0.62 0.80 -3.05
C 0.762 0.557 0.849 4.20 -0.15 -0.65
C -0.524 0.922 0.203 -0.79 -1.86 -2.43
C -0.501 1.082 -1.318 0.93 1.19 -1.13
S -2.145 0.663 -2.196 0.93 0.69 0.08
C -2.022 -1.148 -2.189 0.18 0.76 4.54
N 1.323 -0.760 0.389 -0.57 -0.06 2.52
H 0.892 -0.213 2.930 1.64 -2.28 1.40
H 1.727 1.228 0.549 -2.49 -0.65 0.85
H -1.075 1.707 0.627 -0.45 0.88 0.95
H -1.083 -0.015 0.281 -0.52 0.14 0.61
H 0.218 0.408 -1.780 -0.21 -0.29 0.14
H 0.020 2.085 -1.642 -1.80 -1.51 0.38
H -2.521 -1.767 -2.818 -1.53 -0.79 -3.24
H -2.569 -1.541 -1.244 1.55 0.71 -0.79
H -0.975 -1.406 -2.197 0.25 -0.25 0.23
H 0.943 -1.627 0.826 0.04 1.41 -1.22
H 1.584 -0.819 -0.576 -0.06 0.02 -0.32
H -0.365 -3.760 -0.357 0.96 -2.84 -1.85
H -0.468 -3.351 1.144 0.06 -0.60 -0.08
O -0.576 -3.101 0.226 -1.19 3.15 2.05
H 2.126 0.773 -2.950 0.62 0.02 2.23
H 2.271 2.079 -2.411 0.21 1.22 0.43
O 2.354 1.209 -2.007 -0.45 -1.31 -2.66
H -1.776 3.268 0.841 -0.45 2.85 -0.55
H -2.139 3.993 -0.500 0.57 1.02 3.19
O -1.960 4.235 0.514 -0.17 -3.70 -2.61
H 2.049 -1.447 3.503 0.15 -1.26 -0.61
H 2.081 -2.720 2.604 0.55 -0.72 -4.07
O 2.001 -2.426 3.447 -0.50 1.79 4.70